(1)
Formula: C19H24IMnN7O4
Source: the OMol25 dataset
Level of theory: ωB97M-V with the def2-TZVPD basis set

Structure (XYZ):
```
56
Properties=species:S:1:pos:R:3:mulliken_spin:R:1
Mn 0.872 -1.869 1.378 1.00
O 2.624 -1.426 5.029 0.01
C 2.324 -1.645 3.865 -0.01
O 1.165 -1.874 3.374 0.01
C 3.448 -1.669 2.831 0.01
C 4.780 -1.608 3.211 0.00
C 5.753 -1.617 2.229 0.00
C 5.363 -1.684 0.897 0.00
C 4.013 -1.754 0.608 0.00
N 3.079 -1.744 1.554 -0.01
H 5.007 -1.558 4.267 0.00
H 6.804 -1.575 2.491 0.00
H 6.089 -1.693 0.095 0.00
H 3.660 -1.839 -0.413 0.00
N 0.842 -1.431 -0.874 0.01
C 1.240 -0.106 -1.339 0.00
C 0.610 0.371 -2.665 0.00
C -0.876 0.059 -2.903 0.00
C -1.889 0.696 -1.934 0.00
N -1.593 2.086 -1.588 0.00
C -1.460 3.061 -2.463 0.00
N -0.682 4.098 -2.140 0.00
N -2.108 3.034 -3.638 0.00
C 1.099 0.860 -0.132 0.00
O 0.980 2.103 -0.336 0.00
O 1.111 0.285 0.963 0.00
H 1.249 -2.194 -1.398 0.00
H -0.161 -1.560 -0.879 -0.01
H 2.322 -0.133 -1.498 0.00
H 1.154 -0.103 -3.485 0.00
H 0.794 1.444 -2.749 0.00
H -1.029 -1.023 -2.868 0.00
H -1.119 0.368 -3.922 0.00
H -1.897 0.163 -0.985 0.00
H -2.899 0.624 -2.343 0.00
H -0.890 2.174 -0.843 0.00
H 0.050 3.888 -1.463 0.00
H -0.490 4.807 -2.824 0.00
H -2.849 2.367 -3.760 0.00
H -2.114 3.850 -4.221 0.00
N -3.473 -1.959 0.699 0.00
C -2.187 -2.386 0.630 0.00
N -1.336 -1.462 0.977 0.00
C -2.100 -0.353 1.344 0.00
C -1.714 0.903 1.813 0.00
C -2.716 1.825 2.056 0.00
C -4.069 1.518 1.852 0.00
C -4.466 0.273 1.404 0.00
C -3.457 -0.653 1.159 0.00
H -4.282 -2.525 0.523 0.00
H -1.911 -3.379 0.298 0.00
H -0.669 1.129 1.986 0.00
H -2.449 2.808 2.425 0.00
H -4.821 2.270 2.060 0.00
H -5.511 0.026 1.261 0.00
I 0.786 -4.268 0.385 0.01
```

Values from the calculation:
energy: -2871.505061 hartree
2S+1: 2
lowest unoccupied orbital energy (spin up / spin down): -0.6 / -0.6 eV
expectation value of S²: 1.111

(2)
Formula: C19H24N2NaO11S4
Source: the OMol25 dataset
Level of theory: ωB97M-V with the def2-TZVPD basis set

Structure (XYZ):
```
61
Properties=species:S:1:pos:R:3:nbo_charge:R:1
Na 0.169 1.060 1.278 0.86
C 0.815 0.268 -3.087 -0.54
C -0.562 -0.355 -2.802 -0.54
S -1.474 0.017 -1.271 0.23
C -2.325 1.560 -1.673 -0.54
C -1.492 2.832 -1.829 -0.53
S -0.855 3.564 -0.291 0.17
C 0.688 4.220 -0.998 -0.53
C 1.702 4.713 0.028 -0.55
S 2.436 3.485 1.129 0.24
C 3.753 2.710 0.150 -0.54
C 3.447 1.750 -1.012 0.02
S 2.251 -0.519 -2.330 -0.12
H 0.833 1.309 -2.768 0.23
H 0.964 0.234 -4.168 0.21
H -0.464 -1.442 -2.793 0.23
H -1.240 -0.106 -3.625 0.20
H -3.069 1.682 -0.882 0.23
H -2.886 1.414 -2.600 0.21
H -2.107 3.577 -2.340 0.21
H -0.631 2.625 -2.459 0.22
H 0.435 5.050 -1.664 0.20
H 1.121 3.400 -1.565 0.25
H 1.241 5.443 0.698 0.22
H 2.496 5.241 -0.508 0.21
H 4.319 2.152 0.897 0.24
H 4.413 3.496 -0.226 0.21
H 4.491 0.521 -2.045 0.48
H 3.092 2.334 -1.872 0.16
O 1.417 -0.453 4.910 -0.68
C 1.459 0.259 3.771 0.81
O 0.839 1.283 3.623 -0.63
C 2.380 -0.393 2.771 -0.21
O 2.512 0.433 1.647 -0.57
C 2.575 -0.263 0.392 -0.15
C 2.309 0.765 -0.715 0.36
O 4.691 1.139 -1.325 -0.75
O 1.190 1.394 -0.648 -0.91
H 0.756 -0.027 5.475 0.49
H 1.942 -1.373 2.542 0.27
H 3.342 -0.550 3.277 0.19
H 1.786 -1.020 0.365 0.20
H 3.551 -0.745 0.272 0.19
O 0.357 -2.838 2.291 -0.72
C -0.605 -2.126 1.976 0.77
O -0.725 -0.877 2.053 -0.82
C -1.825 -2.847 1.387 -0.15
C -2.926 -2.116 0.964 -0.06
C -3.992 -2.776 0.381 -0.02
C -4.024 -4.145 0.207 -0.17
C -2.917 -4.841 0.654 -0.01
C -1.821 -4.226 1.233 -0.13
N -2.916 -6.308 0.493 0.54
O -1.951 -6.922 0.899 -0.37
O -3.888 -6.821 -0.029 -0.39
N -5.145 -1.987 -0.091 0.54
O -5.135 -0.791 0.109 -0.37
O -6.050 -2.585 -0.644 -0.39
H -2.928 -1.044 1.079 0.26
H -4.862 -4.642 -0.253 0.27
H -0.959 -4.791 1.560 0.27
```

Values from the calculation:
net charge: -1
energy: -3430.625637 hartree
lowest unoccupied orbital energy: 1.6 eV

(3)
Formula: C19H24N2O4S
Source: the OMol25 dataset
Level of theory: ωB97M-V with the def2-TZVPD basis set

Structure (XYZ):
```
50
Properties=species:S:1:pos:R:3:nbo_charge:R:1
C -1.989 -2.272 -1.906 -0.65
C -1.886 -1.284 -0.805 -0.02
C -2.878 -0.514 -0.263 0.17
C -4.312 -0.445 -0.605 0.63
O -4.814 -1.114 -1.491 -0.62
N -5.006 0.429 0.159 -0.59
C -6.403 0.651 0.002 -0.07
C -7.242 0.960 1.204 -0.43
C -6.958 2.030 0.188 -0.43
H -7.756 2.353 -0.462 0.22
H -6.274 2.819 0.462 0.21
H -8.236 0.545 1.255 0.22
H -6.749 1.029 2.161 0.21
H -6.800 0.017 -0.779 0.25
H -4.520 0.947 0.875 0.41
O -2.405 0.290 0.750 -0.43
C -1.087 0.032 0.863 0.30
C -0.193 0.600 1.762 -0.24
C 1.118 0.176 1.691 -0.20
C 1.510 -0.782 0.758 -0.34
C 0.634 -1.355 -0.132 -0.19
C -0.697 -0.942 -0.081 -0.06
H 0.981 -2.108 -0.822 0.25
S 3.249 -1.203 0.680 2.35
O 3.389 -2.400 -0.101 -0.94
O 3.796 -1.168 2.005 -0.94
N 3.837 0.093 -0.166 -0.71
C 4.821 0.970 0.412 -0.23
H 5.788 0.839 -0.089 0.19
C 4.381 2.454 0.374 -0.42
H 5.121 3.049 -0.163 0.20
C 3.012 2.642 -0.280 -0.40
H 2.646 3.646 -0.052 0.21
C 3.037 2.468 -1.803 -0.40
C 3.958 1.348 -2.287 -0.41
H 4.997 1.639 -2.133 0.20
C 3.706 0.009 -1.603 -0.22
H 4.400 -0.744 -2.004 0.20
H 2.688 -0.334 -1.807 0.20
H 3.814 1.210 -3.361 0.22
H 3.372 3.399 -2.267 0.20
H 2.019 2.277 -2.149 0.20
H 2.314 1.929 0.160 0.21
H 4.333 2.837 1.394 0.21
H 4.933 0.632 1.442 0.25
H 1.866 0.557 2.367 0.24
H -0.517 1.335 2.480 0.23
H -1.638 -3.245 -1.565 0.22
H -3.020 -2.349 -2.236 0.27
H -1.363 -1.965 -2.743 0.22
```

Values from the calculation:
energy: -1547.046622 hartree
structure (SMILES): Cc1c(C(=O)NC2CC2)oc2ccc(S(=O)(=O)N3CCCCCC3)cc12
lowest unoccupied orbital energy: 0.2 eV

Let's list energy relative to the best compared isomer or geometry (same formula, charge and spin) in order: 1.508, 0.000, 2.262 eV.